(1)
Computed, not measured: 2 unconnected molecules or ions with the total composition C5H11NO, with wB97M-V/def2-TZVPD.

Each line ends with the Mulliken charge.
Cartesian coordinates (Å):
C: 0.30873 -1.69709 -0.38391  -1.139
C: 0.89540 -0.49629 -0.55577  -0.206
C: 0.20761 0.83536 -0.78343  0.696
N: -0.95349 0.84431 -1.49086  -0.472
C: 0.70840 1.82945 0.00374  -0.515
C: 1.79228 1.81633 1.04306  -0.959
H: -0.47868 -2.06877 -1.02286  0.338
H: 0.54866 -2.42974 0.38565  0.306
H: 1.98550 -0.46892 -0.64393  0.450
H: -1.51882 1.66880 -1.52013  0.203
H: -1.44015 0.00412 -1.74361  0.173
H: 0.48473 2.84188 -0.31018  0.319
H: 1.44041 1.96680 2.05812  0.292
H: 2.22191 0.81751 0.98622  0.249
H: 2.60659 2.44424 0.68411  0.281
O: -2.19355 -2.55646 1.62266  -0.644
H: -1.71315 -1.72878 1.44495  0.311
H: -3.01050 -2.19552 1.21757  0.315

Values from the calculation:
* SMILES: C=C/C(N)=C\C.O
* energy relative to the best compared isomer or geometry (same formula, charge and spin): 90.0 kcal/mol
* highest occupied orbital energy: -7.64 eV
* M: 101.149 g/mol

=====

(2)
Computed, not measured: 2 unconnected molecules or ions with the total composition C9H14, with wB97M-V/def2-TZVPD.

Each line ends with the Mulliken charge.
Cartesian coordinates (Å):
C: -1.42227 2.43613 0.37992  -1.424
C: -0.05950 1.80365 0.25397  0.877
C: 0.40792 0.96395 1.26500  -0.541
C: 1.65785 0.39709 1.19088  -0.374
C: 2.46827 0.65477 0.09102  -0.509
C: 1.99835 1.44692 -0.92887  -0.400
C: 0.73014 2.00926 -0.85850  -0.527
H: -1.84885 2.65548 -0.60058  0.365
H: -1.38082 3.34477 0.98593  0.304
H: -2.11746 1.79600 0.90923  0.353
H: -0.24098 0.82534 2.12246  0.357
H: 1.99239 -0.26466 1.97288  0.404
H: 3.47282 0.27627 -0.02069  0.377
H: 2.56538 1.63180 -1.83163  0.364
H: 0.39703 2.65308 -1.65719  0.357
C: -1.23850 -3.11822 -1.11286  -0.886
C: -0.94064 -2.55460 0.28502  -0.483
H: -0.38249 -3.69013 -1.48078  0.250
H: -2.16098 -3.70217 -1.10864  0.261
H: -1.38687 -2.33552 -1.85395  0.315
H: 0.00325 -2.92794 0.67964  0.287
H: -1.68836 -2.82437 1.02905  0.350
H: -0.82569 -1.47690 0.28870  -0.078

Values from the calculation:
* SMILES: Cc1ccccc1.CC
* energy relative to the best compared isomer or geometry (same formula, charge and spin): 5.6 kcal/mol
* highest occupied orbital energy: -9.08 eV
* M: 122.211 g/mol

=====

(3)
Computed, not measured: 2 unconnected molecules or ions with the total composition CH5N2OP, with wB97M-V/def2-TZVPD.

Each line ends with the Mulliken charge.
Cartesian coordinates (Å):
N: -2.66573 -0.30487 0.55761  -0.493
C: -2.08827 0.74884 0.72730  0.587
O: -1.69085 1.81278 0.95144  -0.377
H: -2.43320 -1.11952 -0.02818  0.296
N: 1.18569 -0.89338 -0.27637  -0.528
P: 1.66280 0.65851 -0.68885  -0.003
H: 1.38993 -1.53799 -1.02528  0.266
H: 0.25034 -0.91181 -0.05078  0.198
H: 2.98456 0.28477 -0.65527  0.032
H: 1.40471 1.26267 0.48837  0.022

Values from the calculation:
* SMILES: N=C=O.NP
* energy relative to the best compared isomer or geometry (same formula, charge and spin): 27.9 kcal/mol
* highest occupied orbital energy: -8.20 eV
* M: 92.038 g/mol

=====

(4)
Computed, not measured: a molecular structure, C68H80F4I2N7OPSbScSi3, with wB97M-V/def2-TZVPD.

Each line ends with the Mulliken charge.
Cartesian coordinates (Å):
Sc: -0.15874 0.64634 0.59459  -2.325
I: 3.73836 -2.50386 1.63689  0.286
C: 5.36076 -1.15016 1.52189  0.662
C: 6.12646 -1.07096 2.65389  -0.696
C: 7.32076 -0.34306 2.65529  -0.879
C: 7.75596 0.21874 1.48909  -0.831
C: 6.99246 0.12454 0.30789  0.669
C: 7.53226 0.60774 -0.90241  -1.114
C: 6.84916 0.45824 -2.07421  -1.014
C: 5.53796 -0.02896 -2.04301  -0.944
C: 4.92586 -0.42916 -0.87411  1.255
P: 3.07466 -0.60296 -0.90611  0.946
C: 3.01216 -1.72156 -2.37031  2.091
C: 3.03696 -3.09436 -2.14351  -0.831
C: 3.14326 -3.97896 -3.20171  -0.534
C: 3.24636 -3.50596 -4.49861  -0.825
C: 3.18696 -2.14176 -4.73411  -1.332
C: 3.06116 -1.25006 -3.68201  -0.349
C: 2.54956 0.95054 -1.78051  0.570
C: 1.16806 1.03674 -2.01281  -0.159
C: 0.63546 2.13294 -2.67611  -0.861
C: 1.46016 3.18504 -3.05361  -1.088
C: 2.81116 3.13594 -2.76381  -0.497
C: 3.35456 2.02474 -2.13631  -0.655
C: 5.70446 -0.49756 0.31989  -0.500
H: 5.82676 -1.59526 3.54869  0.504
H: 7.90196 -0.28626 3.56169  0.474
H: 8.71086 0.71974 1.44349  0.450
H: 8.50996 1.06224 -0.88041  0.454
H: 7.28886 0.76234 -3.01191  0.471
H: 4.99246 -0.06776 -2.97311  0.485
H: 2.98276 -3.47976 -1.13531  0.400
H: 3.17226 -5.03926 -3.00941  0.572
H: 3.36676 -4.19496 -5.32071  0.478
H: 3.24396 -1.76706 -5.74521  0.491
H: 2.98526 -0.19066 -3.89641  0.334
H: 0.52496 0.16494 -1.75481  0.655
H: -0.41174 2.17024 -2.93431  0.426
H: 1.04916 4.04044 -3.56691  0.452
H: 3.45416 3.96024 -3.03281  0.496
H: 4.41466 2.00374 -1.93041  0.331
C: -4.36484 -0.03586 3.64919  -1.578
C: -3.25884 0.96454 3.79649  0.768
C: -3.38124 1.94474 4.77679  -0.427
C: -2.37264 2.88004 4.95939  0.552
C: -2.47694 3.90324 6.04459  -2.287
C: -1.22954 2.82674 4.18029  -0.844
C: -1.03484 1.84614 3.19039  0.958
C: -2.11884 0.93894 3.00839  0.762
N: 0.08206 1.60854 2.41859  0.538
C: 1.38766 2.30424 2.48269  2.848
C: 2.43536 1.26164 2.92779  -1.068
C: 3.85406 1.82434 2.80799  0.836
C: 4.00076 3.06444 3.68779  -1.777
C: 2.98656 4.10864 3.23239  0.302
C: 3.24826 4.50844 1.78659  -1.893
C: 3.13676 3.26554 0.90969  0.821
C: 4.13786 2.20704 1.35829  -0.335
C: 1.72316 2.69734 1.03179  0.002
C: 1.57446 3.53544 3.38119  -1.541
H: -4.89244 -0.13596 4.59329  0.560
H: -4.00284 -1.01766 3.35509  0.226
H: -5.08454 0.31564 2.90969  0.210
H: -4.26544 1.97544 5.39389  0.533
H: -2.34844 3.41524 7.01109  0.527
H: -3.45674 4.37624 6.03949  0.416
H: -1.70684 4.66604 5.95269  0.294
H: -0.48824 3.56794 4.39279  0.371
H: -2.03584 0.19424 2.19699  -0.801
H: 2.33666 0.36344 2.29649  -0.730
H: 2.23766 0.99234 3.96779  0.670
H: 4.56316 1.05374 3.12719  0.096
H: 5.01226 3.46394 3.60339  0.525
H: 3.82386 2.80154 4.73289  0.647
H: 3.05826 4.99504 3.86559  0.364
H: 4.24516 4.93874 1.69699  0.655
H: 2.52256 5.25664 1.46559  0.616
H: 3.32366 3.53444 -0.13391  0.349
H: 5.15626 2.58724 1.26439  0.920
H: 4.04876 1.32944 0.70979  -1.341
H: 1.63796 1.75674 0.42669  -1.004
H: 1.00556 3.42874 0.65329  0.287
H: 0.86056 4.31174 3.11479  -0.673
H: 1.44646 3.24704 4.42619  0.798
C: -2.67944 0.48924 -2.49991  0.184
C: -3.52554 -0.17816 -1.44111  -0.937
O: -2.72444 -0.87626 -0.47991  0.965
C: -3.62694 -1.54506 0.41129  0.251
C: -2.92894 -2.59316 1.25369  -0.562
H: -2.10884 1.30094 -2.05701  -0.568
H: -2.01394 -0.24636 -2.94891  -0.548
H: -3.33504 0.89284 -3.26611  0.629
H: -4.18524 -0.91906 -1.91911  0.224
H: -4.15784 0.54994 -0.91591  0.285
H: -4.38844 -2.04116 -0.20431  0.299
H: -4.12984 -0.79416 1.03029  -0.219
H: -2.24344 -3.16356 0.63119  -0.399
H: -3.67794 -3.26506 1.66049  0.653
H: -2.38484 -2.15186 2.08399  -0.092
I: 0.40946 -5.43966 2.80199  0.140
C: 0.31746 -3.37406 2.53719  -0.814
C: 0.31546 -2.41576 3.53369  -0.452
N: 0.24356 -1.22886 2.92779  0.558
N: 0.20386 -1.34916 1.58629  2.009
C: 0.25546 -2.65706 1.33909  -1.108
H: 0.35516 -2.51796 4.59879  0.663
H: 0.23286 -0.28996 3.33759  -0.640
H: 0.24396 -3.05056 0.34019  0.349
F: -4.96034 4.70734 3.11649  -0.421
C: -3.73074 5.19014 2.91369  0.321
C: -3.28154 6.23544 3.68889  0.213
F: -4.09344 6.72044 4.62629  -0.388
C: -1.95894 6.75244 3.58369  0.173
C: -1.16874 6.18324 2.54899  0.760
C: -1.63364 5.15864 1.77259  0.254
F: -0.82644 4.65944 0.80879  -0.413
C: -2.90424 4.57224 1.95199  0.220
C: -3.23874 3.37794 1.25419  0.275
C: -2.30964 2.67944 0.54369  0.175
N: -1.54104 2.01054 -0.04071  0.932
C: -4.45644 2.68004 1.32309  -0.050
N: -5.37854 1.99664 1.30429  -0.774
F: 0.07156 6.63654 2.32489  -0.412
C: -1.44344 7.72304 4.46599  0.792
C: -0.06714 7.99154 4.55989  -0.029
N: 1.06086 8.15364 4.70859  -0.528
C: -2.22744 8.42234 5.40059  -0.024
N: -2.81834 9.01724 6.18539  -0.478
C: -0.60874 -6.51466 -3.95521  -1.135
Si: -1.11504 -5.81356 -2.26501  0.466
C: 0.42626 -5.48876 -1.19931  0.502
C: -2.36784 -6.87286 -1.29921  -1.058
Sb: -2.32744 -3.42636 -2.72181  -0.588
Si: -4.82184 -4.26206 -3.13141  0.584
C: -5.56094 -4.61736 -1.40901  -1.104
C: -4.60644 -5.77706 -4.27131  -0.906
C: -5.78644 -2.90476 -4.05051  -1.252
Si: -1.72304 -2.39856 -5.14081  0.670
C: -2.94964 -1.05696 -5.72311  -1.272
C: -1.60264 -3.84296 -6.37051  -1.103
C: -0.01964 -1.60706 -4.84051  -0.026
H: -0.18994 -7.50806 -3.83451  0.486
H: 0.15536 -5.89706 -4.41701  0.291
H: -1.44494 -6.60526 -4.63821  0.379
H: 1.14376 -6.29166 -1.33931  0.566
H: 0.17526 -5.47236 -0.14421  -0.290
H: 0.92396 -4.55906 -1.45731  -0.688
H: -1.92634 -7.83096 -1.03821  0.421
H: -3.26244 -7.07526 -1.87791  0.276
H: -2.67184 -6.39986 -0.36861  0.310
H: -4.80094 -4.74126 -0.64251  0.223
H: -6.15534 -5.52496 -1.41451  0.453
H: -6.22074 -3.81496 -1.09291  0.415
H: -4.30344 -6.66776 -3.73101  0.301
H: -3.85934 -5.58496 -5.03701  0.148
H: -5.53764 -6.01246 -4.77851  0.446
H: -5.68434 -1.92286 -3.59791  0.324
H: -6.84414 -3.14776 -4.05231  0.475
H: -5.47624 -2.83026 -5.08771  0.352
H: -3.81564 -0.95456 -5.07761  0.222
H: -3.31284 -1.28246 -6.72141  0.457
H: -2.45814 -0.08906 -5.77331  0.487
H: -2.57754 -4.23386 -6.64311  0.320
H: -1.01134 -4.66036 -5.97561  0.230
H: -1.12144 -3.51216 -7.28561  0.440
H: -0.02364 -0.89436 -4.02061  -0.281
H: 0.31876 -1.07596 -5.72461  0.663
H: 0.71816 -2.36836 -4.61321  -0.341

Values from the calculation:
* charge: +2
* highest occupied orbital energy (spin up / spin down): -11.65 / -11.11 eV
* M: 1623.184 g/mol